Here is 8 unconnected molecules or ions with the total composition C22H53NO12S8 at a distorted geometry from the OMol25 dataset. Energies are from ωB97M-V/def2-TZVPD.

Last column: Mulliken charge in e.
Geometry (Å):
1 N -1.0778 -0.4566 -1.7386  -0.473
2 C -1.5111 0.5057 -2.1974  0.508
3 O -2.1781 1.5628 -2.5712  -0.376
4 C -1.3475 2.7089 -2.9144  0.178
5 O -0.0069 2.5274 -2.5092  -0.352
6 S 0.6778 3.6525 -1.5484  1.258
7 O 2.0789 3.6115 -1.8473  -0.642
8 O 0.3528 3.3936 -0.1761  -0.611
9 C 0.0536 5.2757 -2.0189  -0.842
10 C -1.1650 5.1268 -2.9671  -0.705
11 C -2.0168 3.9644 -2.4079  -0.096
12 C -3.4728 4.0891 -2.9213  -1.281
13 C -4.2385 4.8591 -1.8290  0.086
14 C -5.5865 4.3075 -1.4686  -0.559
15 O -4.4039 4.1635 -0.6336  -0.250
16 H -1.3415 2.7513 -4.0071  0.247
17 H 0.8442 5.9033 -2.4164  0.477
18 H -0.3303 5.6984 -1.0901  0.446
19 H -1.7320 6.0476 -3.0587  0.431
20 H -0.7698 4.7908 -3.9296  0.328
21 H -2.0777 4.0134 -1.3183  0.544
22 H -3.5577 4.6742 -3.8358  0.393
23 H -3.9848 3.1307 -2.9566  0.410
24 H -4.1178 5.9397 -1.7962  0.351
25 H -6.3154 4.9569 -1.0073  0.283
26 H -5.8471 3.3876 -1.9731  0.231
27 C 1.2451 -3.1564 -2.3925  -0.760
28 S 3.0374 -3.0926 -2.4509  0.502
29 O 3.5079 -4.3358 -3.1373  -0.683
30 C 3.2585 -3.3127 -0.6907  -0.836
31 H 0.8628 -3.0669 -3.4078  0.359
32 H 0.9303 -4.1081 -1.9632  0.300
33 H 0.8728 -2.3269 -1.7921  0.124
34 H 2.7966 -4.2446 -0.3738  0.397
35 H 2.8160 -2.4716 -0.1659  0.268
36 H 4.3230 -3.3439 -0.4822  0.332
37 C 6.8475 0.4790 0.6679  -0.997
38 S 5.5900 -0.0831 -0.4876  0.445
39 O 4.6606 -0.9638 0.2713  -0.495
40 C 6.6694 -1.1633 -1.4359  -0.902
41 H 6.3695 1.1410 1.3870  0.326
42 H 7.2793 -0.3777 1.1861  0.298
43 H 7.6192 1.0253 0.1258  0.394
44 H 7.1121 -1.9116 -0.7777  0.295
45 H 7.4471 -0.5678 -1.9140  0.426
46 H 6.0661 -1.6548 -2.1978  0.222
47 C 3.6964 -5.8241 -6.9034  -0.876
48 S 3.4421 -4.2014 -7.6295  0.546
49 O 3.1824 -4.3948 -9.0814  -0.652
50 C 5.1483 -3.6593 -7.4639  -0.881
51 H 2.7500 -6.3591 -6.9402  0.298
52 H 4.4493 -6.3668 -7.4758  0.331
53 H 4.0098 -5.7078 -5.8649  0.313
54 H 5.8043 -4.3450 -8.0008  0.303
55 H 5.4130 -3.6247 -6.4068  0.316
56 H 5.2272 -2.6630 -7.8942  0.304
57 C 3.0352 -6.0984 4.0315  -1.082
58 S 2.7923 -4.4975 3.2495  0.582
59 O 2.4985 -4.7444 1.8143  -0.543
60 C 4.5086 -3.9732 3.3560  -0.945
61 H 2.0802 -6.6194 4.0320  0.323
62 H 3.7689 -6.6751 3.4677  0.319
63 H 3.3717 -5.9518 5.0578  0.394
64 H 5.1448 -4.6920 2.8385  0.331
65 H 4.7972 -3.8927 4.4042  0.426
66 H 4.5904 -2.9985 2.8767  0.190
67 C -2.0754 -2.7483 1.9883  -1.043
68 S -0.4142 -2.5620 2.6531  0.696
69 O -0.5598 -2.1175 4.0674  -0.679
70 C 0.0112 -1.1127 1.6792  -0.645
71 H -2.5471 -3.5885 2.4940  0.313
72 H -2.6484 -1.8387 2.1718  0.313
73 H -2.0156 -2.9509 0.9187  0.338
74 H -0.7015 -0.3126 1.8807  0.372
75 H 0.0024 -1.3697 0.6195  0.020
76 H 1.0113 -0.7956 1.9689  0.320
77 C -2.8977 4.5255 3.7434  -0.988
78 S -4.0978 5.2184 2.5954  0.716
79 O -4.3323 6.6312 3.0049  -0.727
80 C -5.4853 4.2481 3.1935  -1.039
81 H -1.9443 5.0218 3.5743  0.334
82 H -3.2277 4.6997 4.7681  0.352
83 H -2.7910 3.4571 3.5531  0.288
84 H -5.6372 4.4327 4.2535  0.445
85 H -5.2854 3.1907 3.0189  0.218
86 H -6.3739 4.5463 2.6398  0.379
87 C -5.0738 0.7079 6.3827  -0.979
88 S -6.2995 1.3884 5.2582  0.628
89 O -6.5535 2.7876 5.6887  -0.606
90 C -7.6768 0.4041 5.8619  -1.029
91 H -4.1310 1.2205 6.2032  0.295
92 H -5.3917 0.8722 7.4122  0.338
93 H -4.9518 -0.3573 6.1859  0.376
94 H -7.8189 0.5899 6.9263  0.317
95 H -7.4743 -0.6517 5.6821  0.358
96 H -8.5684 0.7028 5.3146  0.327

Cartesian forces, eV/Å:
N 0.208 -0.068 -0.255
C -0.836 0.223 0.423
O 1.179 -0.366 0.310
C -0.492 0.245 -0.415
O -0.427 0.804 0.022
S 2.531 0.093 1.674
O -0.651 -0.127 -0.728
O -1.002 -0.007 -0.639
C -1.594 0.065 -0.384
C 1.007 -1.007 0.786
C -0.639 0.637 -0.973
C -0.107 0.654 1.692
C -1.353 -0.459 -1.257
C 1.762 0.486 0.320
O -0.178 -0.162 0.125
H 0.052 -0.264 0.033
H 0.275 -0.340 -0.014
H 0.318 -0.085 0.152
H 0.095 0.086 -0.021
H -0.301 0.467 -0.274
H 0.287 -0.339 0.028
H 0.116 -0.387 -0.305
H 0.250 -0.121 -0.478
H 0.228 -0.029 0.327
H -0.294 -0.121 -0.222
H -0.475 0.044 0.105
C -0.147 -0.033 -0.086
S -0.026 0.107 0.037
O -0.002 0.017 0.007
C -0.059 -0.396 -0.099
H 0.046 0.019 -0.012
H 0.087 -0.022 0.007
H 0.016 0.032 -0.045
H -0.027 -0.021 -0.098
H 0.045 0.069 -0.005
H 0.035 0.064 0.001
C 0.089 -0.023 0.072
S -0.044 0.088 -0.086
O 0.186 0.133 0.146
C 0.063 -0.083 -0.019
H -0.053 -0.003 -0.035
H -0.040 -0.027 -0.026
H -0.021 0.011 -0.018
H -0.035 0.021 0.037
H -0.019 0.020 -0.008
H -0.051 0.038 0.021
C 0.087 -0.095 0.080
S -0.075 0.049 0.085
O 0.076 -0.047 0.002
C 0.131 0.007 0.037
H -0.027 0.049 -0.022
H -0.015 0.045 -0.052
H -0.065 0.051 0.014
H -0.051 -0.021 -0.026
H -0.046 -0.001 0.009
H -0.059 -0.005 -0.017
C 0.066 -0.115 -0.014
S -0.097 0.160 0.178
O 0.055 -0.165 0.062
C 0.124 0.006 -0.051
H -0.027 0.052 -0.021
H -0.008 0.034 -0.037
H -0.023 0.031 0.000
H -0.045 -0.020 -0.020
H -0.037 0.009 0.006
H -0.066 -0.006 -0.028
C -0.104 0.030 -0.058
S 0.081 -0.035 -0.039
O -0.091 0.067 -0.004
C 0.029 0.035 -0.048
H 0.055 -0.011 0.030
H 0.049 0.019 0.023
H 0.027 0.003 0.001
H -0.018 -0.028 0.028
H -0.020 0.000 0.013
H 0.012 -0.051 0.034
C 0.033 -0.019 0.135
S 0.094 -0.025 -0.076
O -0.021 -0.035 0.048
C -0.020 0.097 -0.044
H -0.019 0.019 -0.045
H -0.048 0.028 -0.029
H 0.004 0.010 -0.038
H 0.005 -0.002 0.029
H 0.014 0.004 -0.026
H 0.047 0.037 -0.051
C 0.043 -0.064 0.058
S 0.008 -0.103 0.077
O -0.037 0.000 0.112
C -0.062 -0.098 0.023
H -0.021 0.018 -0.045
H -0.047 0.045 -0.027
H 0.017 0.009 -0.032
H 0.045 0.053 -0.009
H 0.008 0.006 -0.023
H 0.034 0.040 -0.029

The value obtained for the HOMO energy is -8.28 eV. As for the spin multiplicity: 1. The HOMO-LUMO gap is 8.5 eV. The energy is -136406.57755 eV.


Here is 7 unconnected molecules or ions with the total composition C22H53NO9S8 at a distorted geometry from the OMol25 dataset. Energies are from ωB97M-V/def2-TZVPD.

Last column: Mulliken charge in e.
Geometry (Å):
1 C -8.1394 -2.0396 0.8361  -1.692
2 C -6.8263 -2.6045 0.2524  1.449
3 C -7.1245 -4.0052 -0.2698  -1.650
4 C -6.3540 -1.6493 -0.8449  -1.150
5 C -4.9676 -1.9128 -1.4084  -1.545
6 C -3.8009 -1.7740 -0.4237  0.543
7 C -3.5773 -2.9700 0.4830  -1.024
8 O -2.1410 -3.0263 0.7445  -0.451
9 S -1.7139 -1.8822 1.7346  1.381
10 O -0.2904 -1.7498 1.6803  -0.646
11 O -2.1988 -2.1348 3.0617  -0.704
12 C -2.4851 -0.3491 1.1944  -0.761
13 C -3.8155 -0.5311 0.4330  -0.153
14 N -4.1501 0.7000 -0.3135  -0.588
15 C -3.4534 1.0365 -1.2492  0.541
16 S -2.5553 1.3842 -2.4755  -0.336
17 H -8.1386 -0.9551 0.8733  0.441
18 H -8.9885 -2.4041 0.2650  0.366
19 H -8.2726 -2.4165 1.8475  0.397
20 H -6.1356 -2.6366 1.0918  -0.130
21 H -6.2504 -4.6470 -0.3379  0.305
22 H -7.6700 -3.9641 -1.2079  0.334
23 H -7.7866 -4.4966 0.4413  0.498
24 H -6.4522 -0.6284 -0.4843  0.412
25 H -7.0711 -1.7398 -1.6618  0.545
26 H -4.7804 -1.2089 -2.2158  0.369
27 H -4.9032 -2.9061 -1.8490  0.553
28 H -2.8937 -1.7246 -1.0306  0.669
29 H -4.0640 -2.8733 1.4499  0.479
30 H -3.8556 -3.9002 0.0077  0.380
31 H -1.7332 0.1452 0.5879  0.411
32 H -2.6996 0.2009 2.1001  0.333
33 H -4.5837 -0.6240 1.1962  0.413
34 C -1.6092 -6.5623 4.2061  -1.051
35 S -1.7790 -6.1233 2.4731  0.729
36 O -2.5500 -7.2144 1.8198  -0.689
37 C -0.0512 -6.3612 2.0470  -1.076
38 H -2.5970 -6.5151 4.6584  0.305
39 H -1.2116 -7.5740 4.2883  0.360
40 H -0.9474 -5.8478 4.6951  0.345
41 H 0.2423 -7.3856 2.2764  0.403
42 H 0.5581 -5.6515 2.6064  0.359
43 H 0.0563 -6.1747 0.9808  0.311
44 C 0.9229 3.3962 -2.0835  -0.805
45 S 0.5191 4.3613 -3.5407  0.639
46 O -0.0879 3.4226 -4.5296  -0.634
47 C 2.2127 4.6529 -4.0591  -0.987
48 H -0.0146 3.0760 -1.6327  0.205
49 H 1.5149 2.5295 -2.3778  0.201
50 H 1.4756 4.0200 -1.3809  0.423
51 H 2.7272 3.7074 -4.2232  0.225
52 H 2.7280 5.2303 -3.2916  0.334
53 H 2.1869 5.2210 -4.9865  0.393
54 C 6.8245 2.8160 -2.0744  -0.916
55 S 5.7153 1.9801 -3.2113  0.375
56 O 5.0294 3.0355 -4.0100  -0.588
57 C 4.5712 1.4232 -1.9587  -0.714
58 H 7.6147 3.2800 -2.6608  0.365
59 H 6.2740 3.5793 -1.5240  0.281
60 H 7.2499 2.0818 -1.3895  0.327
61 H 4.1775 2.2828 -1.4131  0.176
62 H 5.0796 0.7435 -1.2742  0.340
63 H 3.7551 0.9011 -2.4569  0.377
64 C 3.2635 0.3190 1.6995  -0.946
65 S 5.0306 0.5507 1.8936  0.577
66 O 5.6759 0.0827 0.6297  -0.648
67 C 5.2488 -0.7522 3.1065  -0.954
68 H 2.9166 1.0161 0.9382  0.291
69 H 3.0554 -0.7006 1.3855  0.292
70 H 2.7668 0.5325 2.6448  0.400
71 H 4.8995 -1.6952 2.6856  0.380
72 H 4.6880 -0.5000 4.0057  0.382
73 H 6.3058 -0.8180 3.3409  0.205
74 C -2.9892 5.5050 -4.7131  -0.835
75 S -3.3409 6.1166 -3.0624  0.461
76 O -2.4591 5.3615 -2.1378  -0.546
77 C -4.9794 5.3896 -2.9308  -0.846
78 H -1.9786 5.8114 -4.9727  0.243
79 H -3.0504 4.4170 -4.7195  0.247
80 H -3.6994 5.9382 -5.4180  0.408
81 H -4.9078 4.3099 -3.0642  0.205
82 H -5.6319 5.8273 -3.6862  0.362
83 H -5.3647 5.6154 -1.9389  0.318
84 C 9.2460 2.1378 2.4545  -1.019
85 S 8.3765 0.9120 3.4350  0.680
86 O 7.7599 1.6198 4.5859  -0.630
87 C 9.8460 0.0812 4.0510  -1.049
88 H 8.5006 2.7944 2.0109  0.289
89 H 9.9114 2.7125 3.0984  0.368
90 H 9.8091 1.6371 1.6672  0.357
91 H 10.4689 0.7956 4.5889  0.339
92 H 10.3936 -0.3521 3.2143  0.356
93 H 9.5232 -0.7085 4.7259  0.311

Cartesian forces, eV/Å:
C 0.301 -0.432 0.186
C -0.994 0.565 -0.124
C 0.106 -0.172 0.710
C 0.013 -0.474 0.068
C 0.083 0.295 0.284
C -0.069 -0.128 -0.573
C 0.222 0.200 -0.049
O -0.136 0.313 -0.050
S 1.354 0.412 2.275
O 0.008 -0.011 -1.053
O -0.987 -0.318 -0.308
C -0.350 -0.474 -0.732
C -0.341 0.372 0.619
N 0.810 -0.090 -0.296
C -0.255 -0.291 0.116
S -0.021 0.301 -0.038
H -0.087 0.153 -0.010
H -0.180 0.219 -0.223
H -0.098 0.002 0.155
H 0.347 -0.088 -0.066
H 0.158 -0.008 -0.347
H 0.121 0.011 -0.262
H -0.047 -0.164 0.085
H 0.252 0.201 0.018
H -0.104 0.062 -0.132
H -0.029 0.062 -0.169
H -0.085 -0.159 -0.074
H 0.065 -0.037 -0.203
H -0.239 -0.189 0.055
H 0.142 -0.233 0.011
H 0.036 0.112 -0.130
H 0.386 0.120 0.242
H -0.254 -0.112 -0.013
C 0.070 -0.051 0.084
S -0.085 0.166 0.011
O 0.026 -0.064 -0.018
C 0.102 -0.046 0.015
H -0.024 0.017 -0.034
H -0.015 -0.012 -0.040
H -0.021 0.028 -0.008
H -0.041 -0.016 -0.004
H -0.020 0.032 -0.018
H -0.039 0.021 -0.007
C 0.013 -0.093 0.092
S -0.063 0.248 -0.066
O -0.013 -0.068 0.035
C 0.029 -0.143 -0.033
H -0.035 0.055 -0.026
H 0.006 0.002 -0.056
H -0.015 0.022 -0.006
H 0.033 0.006 0.014
H -0.007 0.009 0.002
H -0.071 0.021 0.002
C 0.099 0.056 0.072
S 0.016 -0.042 -0.083
O 0.019 0.028 0.090
C -0.189 -0.121 0.026
H -0.011 -0.004 -0.033
H -0.035 -0.006 -0.028
H -0.031 -0.021 0.001
H 0.038 0.055 -0.039
H -0.010 0.045 -0.017
H 0.026 0.023 -0.077
C -0.111 0.057 -0.079
S 0.107 0.035 0.127
O 0.031 -0.080 0.104
C -0.102 -0.148 0.032
H 0.024 0.013 0.016
H 0.016 -0.093 -0.034
H -0.002 0.030 0.017
H -0.016 0.026 -0.043
H 0.013 0.034 0.006
H 0.021 0.032 -0.019
C -0.069 -0.016 -0.095
S 0.016 0.045 -0.136
O 0.056 -0.121 0.206
C -0.080 -0.064 -0.025
H 0.022 -0.016 0.041
H 0.055 -0.005 0.049
H 0.002 0.023 0.008
H 0.050 0.000 0.005
H 0.002 0.017 0.002
H 0.032 0.021 0.016
C 0.064 0.072 -0.040
S 0.084 -0.009 -0.070
O -0.014 0.008 0.037
C 0.101 -0.002 0.011
H -0.040 -0.022 0.012
H -0.024 -0.009 0.036
H -0.023 -0.016 -0.010
H -0.035 0.026 0.010
H -0.017 -0.013 -0.009
H -0.040 0.007 0.001

The value obtained for the HOMO energy is -8.42 eV. As for the spin multiplicity: 1. The HOMO-LUMO gap is 8.7 eV. The energy is -130267.72805 eV.